{"formula": "C30H43Cl5P2Ru", "method": "ωB97M-V/def2-TZVPD", "spin_multiplicity": 6, "total_charge": 1, "total_energy_ev": -115565.200, "max_force_ha_per_bohr": 0.0639, "s2": 8.79, "e_above_lowest_kj_mol": 161.7, "symbols": ["Ru", "C", "C", "C", "C", "C", "C", "H", "H", "H", "C", "H", "H", "H", "C", "H", "H", "H", "C", "H", "H", "H", "C", "H", "H", "H", "C", "C", "C", "C", "C", "C", "C", "C", "H", "H", "H", "H", "H", "H", "H", "H", "H", "H", "H", "H", "P", "P", "C", "C", "H", "H", "H", "H", "C", "H", "H", "H", "C", "H", "H", "H", "C", "H", "H", "H", "C", "H", "H", "H", "Cl", "C", "C", "C", "Cl", "C", "Cl", "C", "Cl", "C", "Cl"], "positions_angstrom": [[0.8683, -1.3752, -0.4192], [-0.4727, -2.3307, 1.7219], [0.9569, -2.5425, 1.2822], [0.8554, -0.9716, 3.0279], [-0.4867, -1.3136, 2.6929], [1.7460, -1.6581, 2.1995], [-1.5476, -3.3393, 1.5520], [-1.3647, -4.0123, 0.7063], [-2.5315, -2.8762, 1.4152], [-1.6208, -3.9639, 2.4551], [-1.6549, -0.7633, 3.4164], [-2.5926, -1.1769, 3.0339], [-1.6902, 0.3370, 3.3349], [-1.5855, -1.0051, 4.4865], [1.1926, -0.1485, 4.2176], [0.9451, -0.6933, 5.1365], [0.6046, 0.7742, 4.2342], [2.2541, 0.1019, 4.2562], [3.1966, -1.7980, 2.4722], [3.3546, -2.3792, 3.3915], [3.6846, -0.8280, 2.6257], [3.7260, -2.3095, 1.6633], [1.4571, -3.9326, 1.0439], [1.6552, -4.4314, 1.9961], [2.3928, -3.9072, 0.4826], [0.7142, -4.5341, 0.5164], [-1.5393, 0.2351, -4.0918], [-1.6926, -1.0990, -4.2238], [-0.7977, -1.9677, -5.0429], [0.6810, -1.5024, -5.0670], [1.2445, -0.9868, -3.7699], [1.4166, 0.3264, -3.5600], [0.7780, 1.4021, -4.4037], [-0.6420, 1.0697, -4.9521], [-1.1564, -2.0029, -6.0913], [0.8016, -0.7697, -5.8793], [-0.8513, -3.0093, -4.6769], [-0.5566, 0.6338, -5.9579], [-2.2392, 0.7896, -3.4628], [-2.5698, -1.5913, -3.7994], [-1.1553, 2.0332, -5.1087], [0.7253, 2.3573, -3.8539], [2.1566, 0.6985, -2.8484], [1.4135, 1.6092, -5.2820], [1.2814, -2.3660, -5.3844], [1.7148, -1.7407, -3.1162], [-1.1452, -0.3540, -0.4334], [1.6095, 0.7101, 0.0070], [-0.6578, 1.0702, -1.4752], [0.5593, 1.8587, -0.9712], [-1.5141, 1.7209, -1.6561], [-0.3694, 0.5796, -2.4077], [1.1573, 2.2739, -1.7922], [0.2223, 2.6764, -0.3237], [1.8599, 1.6407, 1.5213], [2.5210, 1.0940, 2.1971], [0.9048, 1.8217, 2.0218], [2.3283, 2.5988, 1.2557], [3.2686, 0.4705, -0.6599], [3.5175, 1.2898, -1.3398], [3.3143, -0.4987, -1.1745], [3.9669, 0.4449, 0.1813], [-2.8980, -0.3508, -0.1580], [-3.2120, -1.2574, 0.3640], [-3.3975, -0.3000, -1.1317], [-3.1442, 0.5270, 0.4469], [-0.8677, -1.9095, -1.5634], [-0.1303, -2.7027, -1.2283], [-0.6381, -1.6579, -2.5962], [-1.8445, -2.3903, -1.4671], [-1.1981, 2.0385, 5.9280], [-1.4282, 3.1509, 4.6369], [-1.5580, 2.6967, 3.3535], [-1.8246, 3.5410, 2.3093], [-2.2169, 2.9261, 0.7437], [-1.8352, 4.9493, 2.5109], [-2.0186, 6.0150, 1.1891], [-1.6973, 5.4541, 3.8269], [-1.7928, 7.1352, 4.1151], [-1.5112, 4.5575, 4.9014], [-1.3999, 5.1382, 6.4995]]}